12
Properties=species:S:1:pos:R:3:lowdin_charge:R:1 method="wB97M-V/def2-TZVPD" gap_ev=8.443 total_charge=-2
O -0.40 3.08 0.08 0.20
O 5.85 3.35 -4.59 -0.58
P -1.92 0.40 0.39 0.24
N -0.56 0.04 1.08 -0.20
Cl 8.29 3.11 -2.84 -0.24
S 6.19 2.37 -3.56 0.40
O 6.49 1.05 -4.10 -0.58
C -0.80 2.31 -0.65 -0.58
O -2.63 1.65 0.77 -0.36
O -2.61 -0.56 -0.52 -0.39
O -1.08 1.64 -1.55 0.15
H -0.34 -0.85 0.66 -0.06



81
Properties=species:S:1:pos:R:3:lowdin_charge:R:1 method="wB97M-V/def2-TZVPD" relative_energy_ev=0.000 gap_ev=7.983 total_charge=+1
C -2.18 -5.09 2.33 -0.21
O -2.67 -4.68 1.05 -0.06
C -0.96 -5.98 2.16 -0.09
C -1.41 -0.15 -0.18 -0.14
O 1.09 -3.02 -0.32 -0.10
H -2.98 -5.60 2.87 0.12
C 3.23 2.22 3.07 -0.50
H 3.55 0.17 2.56 0.09
H -0.93 -1.85 -1.41 0.12
C 0.35 -1.93 0.27 -0.25
H -2.60 -0.28 -2.87 0.03
C -0.91 1.26 0.08 -0.13
H -1.47 -7.96 -0.57 0.11
C -1.86 0.41 -3.29 -0.18
C -0.26 1.46 1.28 -0.20
H 4.07 6.15 -2.84 0.12
H -0.68 0.50 2.87 0.13
H -3.61 -4.50 1.14 0.11
C -3.82 2.46 -2.21 -0.16
H -3.15 -7.65 2.05 0.11
H -0.19 -5.44 1.62 0.14
H 0.02 -8.93 0.83 0.11
O 3.59 2.25 4.21 0.13
H 2.08 3.24 -1.92 0.10
H 2.02 5.12 -2.93 0.14
H -2.35 -0.11 -0.74 0.09
H -4.39 1.73 -2.80 0.03
C -0.36 -1.11 -0.82 -0.17
C 0.04 3.72 0.79 -0.02
H -2.63 -6.74 -0.05 0.10
C 0.15 -7.99 1.37 0.01
C 0.24 2.70 1.66 -0.06
H -2.24 -9.09 1.52 0.12
C 3.82 5.67 -1.90 -0.20
H -0.59 -6.26 3.15 0.14
H 0.36 -0.61 -1.47 0.11
C -0.68 4.92 -1.07 -0.33
H 0.64 3.76 3.53 0.14
H -1.90 -4.20 2.89 0.13
Si -1.96 2.14 -2.53 0.61
H 1.01 1.98 3.53 0.12
O 0.80 5.82 1.89 0.16
O 2.31 3.89 -1.25 -0.02
C 3.73 1.15 2.11 0.02
H -1.35 2.80 -4.83 0.03
O 2.38 3.20 2.59 -0.02
H -4.12 3.49 -2.41 0.03
H 1.08 -1.28 0.76 0.11
H -0.22 3.58 -3.67 0.02
H 4.84 4.23 -0.83 0.06
N 4.71 4.49 -1.80 -0.02
C 2.32 5.16 -1.87 -0.32
H -0.36 -2.40 0.95 0.11
O -0.06 0.39 2.14 0.02
N -1.17 -7.28 1.40 -0.36
O -1.40 5.39 -1.92 0.13
H 2.10 6.78 -0.45 0.13
C -1.10 2.32 -0.84 -0.10
H 1.06 6.91 -1.87 0.14
H -1.84 4.23 -3.94 0.03
H -4.03 2.21 -1.17 0.03
H -1.86 -8.32 3.09 0.12
H 5.63 4.79 -2.12 0.07
C -1.58 -7.03 -0.03 0.02
C 1.45 6.21 -1.13 -0.06
C -2.18 -8.15 2.07 0.02
H 0.87 -7.36 0.86 0.12
H -1.94 0.45 -4.38 0.04
N 0.32 5.65 -0.40 0.03
C -1.26 3.30 -3.85 -0.17
H 1.42 -2.73 -1.17 0.08
H -0.87 -0.01 -3.10 0.01
H 4.03 6.30 -1.03 0.11
H 3.28 1.25 1.13 0.08
C 0.47 5.20 0.91 -0.31
H -1.68 -0.59 0.79 0.11
C 1.00 2.91 2.95 -0.06
H 4.82 1.23 1.98 0.09
H 0.46 -8.18 2.40 0.11
C -0.63 3.54 -0.42 -0.08
H -0.95 -6.26 -0.45 0.12



24
Properties=species:S:1:pos:R:3:lowdin_charge:R:1 method="wB97M-V/def2-TZVPD" smiles=CN(C)CCCCN relative_energy_ev=2.101 gap_ev=9.282
N -0.45 -1.60 0.70 -0.28
H 0.05 2.80 0.95 0.12
H 0.84 3.21 -1.57 0.11
H 0.36 0.31 -1.66 0.01
H -2.19 -1.73 1.81 0.06
C 0.35 2.31 -1.11 -0.29
C -1.65 -2.31 1.08 -0.12
H -1.36 0.33 0.14 0.12
C 0.76 0.65 0.93 -0.19
H -0.72 2.51 -1.34 0.11
H 0.97 -2.90 -0.38 0.09
C -0.56 -0.12 0.75 -0.23
H -1.02 -0.01 1.79 0.12
H -2.36 -2.53 0.25 0.09
H 0.80 -1.22 -0.91 0.04
H -0.49 -2.60 -1.17 0.08
H 1.75 2.49 0.50 0.10
C 0.73 2.12 0.36 -0.20
N 0.68 1.20 -2.01 -0.01
H 0.86 0.86 2.01 0.10
H 1.58 0.01 0.56 0.11
H -1.37 -3.26 1.59 0.09
C 0.22 -2.05 -0.52 -0.10
H 1.61 1.02 -2.37 0.07



15
Properties=species:S:1:pos:R:3:lowdin_charge:R:1 method="wB97M-V/def2-TZVPD" relative_energy_ev=4.654 gap_ev=8.881
H 2.41 1.75 0.51 0.08
C -0.64 0.27 -0.08 -0.71
H 0.21 -3.02 0.75 0.07
C 0.14 -2.04 0.27 -0.01
H -1.69 2.60 -0.71 -0.05
O 0.39 1.19 0.18 -0.28
H -2.91 0.72 -0.95 -0.07
H 2.25 0.69 -0.75 0.08
C -0.65 -1.03 0.52 -0.29
H -1.37 -1.12 1.33 0.10
H -0.64 -0.33 -1.75 0.17
H 0.73 -1.96 -0.65 0.06
H 2.03 0.06 0.98 0.09
C 1.83 0.86 0.23 -0.05
P -2.08 1.38 0.11 0.80



99
Properties=species:S:1:pos:R:3:lowdin_charge:R:1 method="wB97M-V/def2-TZVPD" relative_energy_ev=2.621 gap_ev=3.202
H 7.26 1.21 -2.48 0.09
N -3.26 -5.61 0.21 -0.03
C 6.94 2.22 -2.20 -0.02
C -1.90 -5.46 0.14 -0.38
C -4.20 -1.35 0.77 -0.08
H -8.87 -0.67 0.72 0.10
C -8.06 0.05 0.57 -0.08
H 1.90 8.37 -1.69 0.10
H 4.09 8.30 -0.50 0.10
C -1.61 -3.96 0.22 -0.17
C -5.68 0.58 0.77 -0.20
F 0.84 -4.38 -3.02 0.09
C -4.03 -4.37 0.30 -0.46
C -5.92 1.84 0.14 -0.02
C 2.48 -2.73 0.40 -0.11
H -4.06 -7.17 -1.00 0.10
C 4.29 0.90 0.36 0.00
H -5.12 -1.91 0.57 0.06
O -1.07 -6.36 0.08 0.08
C 3.79 4.99 -1.27 -0.07
C 3.67 7.39 -0.91 -0.08
F 3.56 -4.36 -2.69 0.11
H -5.09 2.52 -0.02 0.10
H -3.14 -7.67 0.45 0.10
H 6.33 2.65 -3.01 0.10
C -0.97 -3.42 -1.05 -0.04
H 0.94 6.29 -2.63 0.10
O 3.86 2.46 -1.42 0.13
F 3.02 -2.20 1.53 0.10
H -2.06 -1.56 0.83 0.13
C 6.18 2.19 -0.86 -0.46
H 7.84 2.84 -2.10 0.10
H -6.64 -1.14 1.68 0.11
H -0.03 3.66 1.22 0.09
H -5.31 -3.15 -0.96 0.08
F 0.33 -2.00 1.05 0.07
C -4.80 -4.12 -1.00 0.02
C -3.02 -2.07 0.71 -0.03
C -0.23 1.65 2.03 -0.26
C 1.11 -2.71 0.18 -0.12
C -2.15 2.41 0.66 -0.15
C 1.77 0.86 3.21 -0.11
H -5.49 -3.44 1.61 0.07
H 5.27 6.15 -0.17 0.11
H 2.08 4.12 -2.29 0.11
H 3.27 2.35 3.70 0.10
H -2.44 3.36 1.14 0.09
C -4.35 0.02 0.97 0.00
H 6.60 1.66 1.17 0.08
H -2.13 0.75 2.21 0.07
H -1.20 -4.10 -1.89 0.14
C 4.76 0.34 -2.05 -0.01
H -4.38 -4.58 2.43 0.11
O 5.77 3.54 -0.53 0.14
C 2.45 7.43 -1.59 -0.09
H -0.97 -3.79 1.09 0.16
H -9.26 1.48 -0.52 0.10
F 4.65 -3.16 -0.47 0.11
C 2.76 -3.85 -1.73 -0.11
C -4.96 -4.40 1.51 0.01
C -8.27 1.25 -0.13 -0.09
H 4.37 1.68 1.14 0.09
C -3.85 -6.93 0.06 -0.01
H 3.24 0.59 0.29 0.10
H -5.55 -4.91 -1.15 0.09
C 0.51 -3.33 -0.92 -0.07
C 4.33 6.17 -0.73 -0.03
H -7.37 3.09 -0.82 0.10
C 7.12 1.71 0.22 -0.01
H -5.71 -5.19 1.39 0.08
H -4.78 -6.98 0.64 0.09
C 1.37 -3.86 -1.88 -0.12
C 4.78 1.42 -0.99 -0.44
H -1.40 -2.44 -1.27 0.14
C -7.21 2.14 -0.31 -0.09
C 2.34 2.15 3.17 -0.12
H 3.74 -0.05 -2.16 0.09
H 2.10 4.17 2.41 0.10
C 2.54 5.03 -1.92 -0.03
C 3.31 -3.26 -0.59 -0.11
C 0.50 0.63 2.70 -0.06
C 1.67 3.16 2.46 -0.10
H 5.43 -0.48 -1.76 0.09
H 7.55 0.73 -0.02 0.10
H -3.01 2.03 0.11 0.03
N -2.93 -3.39 0.47 0.00
H 5.08 0.73 -3.03 0.08
C -6.80 -0.24 1.07 -0.05
H 2.32 0.04 3.67 0.10
H -1.39 2.63 -0.10 0.08
B 4.49 3.64 -1.05 -0.58
C -1.56 1.44 1.60 -0.14
H 0.05 -0.36 2.76 0.09
H 7.96 2.41 0.30 0.10
C 1.89 6.25 -2.10 -0.09
H 4.88 0.03 0.67 0.09
H -4.10 -4.14 -1.85 0.10
C 0.46 2.91 1.84 -0.04
H -3.51 0.64 1.22 0.02



20
Properties=species:S:1:pos:R:3:lowdin_charge:R:1 method="wB97M-V/def2-TZVPD" smiles=CC#C[C@H]1OC[C@@]12CO2.O relative_energy_ev=4.957 gap_ev=10.070
H 1.79 1.43 1.09 0.13
C -3.09 -1.69 -0.09 -0.10
H -1.35 2.61 0.59 0.01
O 2.61 -1.15 -0.72 -0.04
H -0.54 3.35 1.67 0.04
H 2.86 -1.20 1.41 0.10
H -3.76 -0.96 0.38 0.08
C -1.84 -1.05 -0.48 -0.06
O -1.25 3.47 1.01 -0.07
C 1.84 1.20 0.01 -0.09
H -3.60 -2.11 -0.97 0.08
C 1.70 -0.25 -0.37 -0.33
H -2.90 -2.50 0.63 0.08
H 0.61 0.09 -2.25 0.16
O 0.60 1.49 -0.67 -0.07
C 0.46 0.13 -1.16 -0.24
H 2.70 1.71 -0.44 0.13
H 1.68 -2.50 0.57 0.10
C 2.26 -1.58 0.58 0.03
C -0.80 -0.51 -0.79 0.05



88
Properties=species:S:1:pos:R:3:lowdin_charge:R:1 method="wB97M-V/def2-TZVPD" relative_energy_ev=3.181 gap_ev=5.406 total_charge=-1
C 3.89 -1.16 -2.96 -0.03
H -1.93 0.97 0.30 0.02
H -2.69 -3.57 -0.62 0.07
C -1.63 5.06 -2.93 -0.13
H -2.14 2.95 4.40 0.09
C -0.42 2.67 3.27 -0.20
H -1.38 -0.02 2.98 0.10
C 3.60 -4.85 4.26 -0.07
C 4.27 -5.64 5.16 -0.13
H 1.03 -2.26 -2.73 0.13
H -0.31 1.47 1.50 0.07
O 1.97 -3.52 2.43 -0.23
C -4.90 2.30 0.83 -0.06
C 3.68 -2.02 -0.75 -0.11
H 2.49 1.44 -2.90 0.16
H -6.29 4.16 -1.62 0.08
H 3.79 -5.76 6.17 0.11
O -3.02 -2.05 0.78 -0.13
H 5.86 -6.92 5.41 0.09
H 5.19 -4.23 0.95 0.05
H -1.89 3.16 -6.35 0.10
C 1.87 -0.42 -1.75 -0.34
C -5.75 3.18 0.20 -0.13
H 0.08 0.10 -4.23 0.12
H -1.86 6.85 -4.07 0.10
K 0.48 -1.91 1.56 0.81
O 1.35 0.23 -0.61 -0.03
H -3.02 -1.17 0.44 0.00
H 1.86 -0.70 -5.67 0.09
C 3.19 -3.67 2.11 -0.44
O 5.70 -4.98 1.31 0.05
C -1.64 2.98 -4.26 -0.08
H -2.50 -0.10 -1.80 0.10
C -1.91 5.76 -4.08 -0.11
C 0.02 1.37 2.51 -0.19
H -2.93 0.91 1.74 0.09
C -5.57 3.59 -1.10 -0.11
H -0.53 -0.73 5.05 0.12
C 2.12 -0.59 -4.65 -0.06
C -2.02 5.12 -5.34 -0.11
N -1.48 2.26 4.12 -0.11
N 3.89 -3.11 1.11 -0.01
H 1.14 1.27 2.50 0.13
H -0.84 3.37 2.53 0.11
C -1.86 3.74 -5.42 -0.10
C 5.41 -6.21 4.73 -0.14
C -0.74 -1.25 -2.18 -0.10
C -0.78 1.12 -1.62 -0.43
N -2.85 0.95 0.72 0.09
H -1.90 1.05 5.84 0.12
H -4.22 -3.62 0.23 0.07
C -3.70 1.97 0.19 -0.31
P -1.50 2.77 -1.43 1.06
H 0.84 0.34 4.71 0.11
C 0.76 -1.23 -2.56 -0.11
H -6.59 3.43 0.78 0.08
H 2.65 -4.33 4.54 0.12
C -4.35 3.32 -1.73 -0.09
H -4.14 3.83 -2.69 0.10
H -5.16 1.83 1.76 0.10
H 6.81 -6.55 3.09 0.12
C 5.25 -5.16 2.55 -0.29
H -2.18 5.72 -6.22 0.09
C -0.24 0.24 4.63 -0.20
H -1.40 5.60 -2.03 0.09
H 4.00 -1.20 -5.15 0.09
H 4.75 -1.86 -2.96 0.11
N -0.37 0.14 3.19 -0.17
C 3.35 -0.87 -4.33 -0.09
N 3.18 -2.14 0.42 0.02
C 0.72 1.18 -1.49 -0.31
C 4.05 -4.61 3.00 -0.08
C 1.62 0.78 -2.70 -0.08
C -1.60 3.65 -3.04 -0.40
C 1.00 -0.17 -3.72 -0.16
H -0.42 2.03 5.94 0.10
H 0.33 3.17 3.90 0.11
C -3.48 -2.94 -0.21 -0.16
C 5.91 -6.02 3.45 -0.02
C -1.01 1.41 5.24 -0.19
C -3.38 2.58 -1.05 -0.26
C -1.40 -0.10 -1.95 -0.20
H 0.86 2.19 -1.14 0.09
H -1.24 -2.20 -2.42 0.08
C 3.20 -1.12 -1.80 -0.12
H -3.92 -2.43 -1.02 0.06
H 4.43 -2.71 -1.05 0.10
H -1.53 1.89 -4.21 0.10



10
Properties=species:S:1:pos:R:3:lowdin_charge:R:1 method="wB97M-V/def2-TZVPD" relative_energy_ev=2.371 gap_ev="5.823 / 9.698" spin_multiplicity=3
H -1.67 1.54 -0.27 0.09
S 0.68 -0.82 1.54 0.89
C -1.54 0.57 0.27 -0.13
C -0.14 0.41 0.68 -0.81
H 1.86 1.56 0.61 0.04
H -1.72 -0.33 -0.38 0.08
C 1.03 0.93 0.90 -0.27
Cl 1.39 -2.61 -2.49 0.20
H -2.24 0.52 1.19 0.10
H 2.34 -1.78 -2.05 -0.20



no.,E_tot (eV)
1,-47479.340
2,-55359.837
3,-9459.973
4,-15624.980
5,-67685.337
6,-13558.360
7,-80269.393
8,-26544.239